7
Properties=species:S:1:pos:R:3:forces:R:3 method="wB97M-V/def2-TZVPD" de_lowest_kj_mol=411.2 spin_multiplicity=1 homo_energy_ev=-9.303 lumo_energy_ev=-0.10 largest_force_ev_per_a=5.0 homo_lumo_gap_ev=9.21 e_tot_ha=-224.84056
C 1.1640 0.9622 0.0005 2.3702 -0.2983 -1.6052
C 2.4974 1.1658 0.0353 -2.8559 2.6660 0.2438
C 0.1586 0.1461 -0.0493 -1.0607 1.0053 2.1915
N 2.9501 -0.0223 -0.0343 2.5750 -4.2424 0.3520
N 3.3810 -1.0609 0.0456 -0.3741 1.5536 -0.4348
H -0.6854 -0.0190 -0.6817 0.0479 0.0181 -0.6468
H 0.0271 -0.0587 1.0214 -0.7024 -0.7022 -0.1005